[1]
33
Properties=species:S:1:pos:R:3:forces:R:3 method="wB97M-V/def2-TZVPD" orbital_gap_ev=9.886 charge=0 smiles=CCc1ccccc1.Cc1ccccc1 relative_energy_kcal_mol=46.65 mol_weight_g_mol=198.309 total_energy_ev=-15844.9566
C -0.78559 -1.07475 -2.60077 1.7 -0.1 2.5
C -1.72316 -0.65270 -1.40036 -0.5 -1.4 -1.8
C 0.60052 -0.61350 -2.11770 1.1 0.9 -0.5
C 1.75565 -1.38260 -2.08634 -0.4 -0.8 0.5
C 0.82021 0.68933 -1.63052 -0.3 2.1 -0.7
C 3.01463 -0.98747 -1.58349 -0.9 -0.4 -0.8
C 2.07669 1.18208 -1.33436 2.0 -0.6 0.5
C 3.21916 0.34594 -1.37470 -0.7 0.9 0.6
H -0.77953 -2.16676 -2.64460 0.1 0.1 -0.3
H -1.01584 -0.66934 -3.57514 -0.3 0.3 -0.1
H -1.15987 -0.37131 -0.49431 -0.6 0.1 -0.7
H 1.64651 -2.40071 -2.40118 0.1 -0.6 0.0
H 0.10349 1.52775 -1.67446 -0.4 -1.0 0.2
H 3.73205 -1.76369 -1.36554 0.4 0.1 -0.4
H 2.38334 2.15976 -0.91705 -1.3 -0.1 -0.7
H 4.17287 0.83208 -1.18689 0.0 -0.5 0.3
H -2.32861 -1.56132 -1.20209 0.0 0.7 0.3
H -2.37730 0.08506 -1.86895 -0.1 0.4 1.0
C 1.10985 0.81372 2.74549 1.9 1.0 -1.4
C -2.19894 -0.86506 2.33027 -0.7 0.3 -1.6
C -0.91116 -0.58474 2.67804 1.7 -0.7 -1.7
C -2.98588 0.08501 1.59711 -0.2 -0.6 1.7
C -0.24000 0.56302 2.14151 -0.9 -1.5 3.1
C -2.39777 1.24123 1.15756 0.4 -0.8 1.1
C -1.02501 1.40819 1.45149 0.1 1.6 -3.0
H -2.57152 -1.88086 2.27796 -0.1 -0.1 0.9
H -0.17532 -1.37496 2.91979 -0.9 0.2 0.7
H -4.06039 -0.13886 1.56578 0.5 0.3 -0.6
H -2.96372 1.98957 0.63372 0.1 0.2 -0.3
H 1.92918 1.12411 2.04284 -1.0 0.3 0.0
H 1.59930 -0.08125 3.10510 -0.5 -0.4 0.6
H -0.48874 2.05964 0.75912 -0.1 0.9 0.7
H 1.08577 1.60072 3.51966 -0.1 -0.5 -0.2

[2]
59
Properties=species:S:1:pos:R:3:forces:R:3 method="wB97M-V/def2-TZVPD" orbital_gap_ev=4.553 charge=-1 relative_energy_kcal_mol=37.39 mol_weight_g_mol=458.537 total_energy_ev=-40168.6506
C 7.11224 0.80130 4.02507 -0.5 -0.6 -0.6
O 6.45974 -0.11980 3.10287 0.7 0.2 0.6
C 5.19064 -0.56022 3.25100 -0.8 0.4 0.0
C 4.77882 -1.56119 2.32784 0.3 0.7 0.9
C 3.45052 -1.93969 2.28928 -0.5 0.3 0.1
C 2.46687 -1.25264 3.06962 1.5 0.4 0.8
C 1.05977 -1.35208 2.85098 -1.6 1.4 0.4
C 0.12945 -0.32879 3.21268 1.4 -1.1 0.1
C -1.26062 -0.61718 3.40567 -1.2 -0.1 -0.9
C -2.24895 0.32809 3.31803 0.5 -0.3 0.0
C -3.68728 -0.03842 3.38544 -0.9 -0.5 0.1
C -4.11530 -1.13753 4.16189 0.2 0.4 0.1
C -5.46615 -1.45556 4.30996 0.1 0.1 -0.4
C -6.42756 -0.78234 3.54634 0.2 0.2 -0.1
C -6.02991 0.25822 2.69904 0.3 -0.4 0.4
C -4.68907 0.64071 2.66216 0.1 0.1 -0.1
C -1.87278 1.74006 3.07177 -0.8 0.6 -0.4
O -2.70987 2.58547 2.68655 1.1 -1.0 0.7
C -0.44828 2.08233 3.29696 0.4 -0.7 0.0
C -0.01889 3.50125 3.34202 0.4 0.9 0.2
C 1.09964 3.91950 4.10520 -0.5 0.0 -0.2
C 1.49080 5.26130 4.15669 -0.1 -0.1 -0.3
C 0.84876 6.21220 3.35342 -0.2 -0.2 -0.1
C -0.24627 5.82460 2.57139 0.4 -0.1 0.5
C -0.69647 4.50915 2.63182 -0.2 -0.1 -0.3
C 0.47704 1.06593 3.34258 -0.2 0.8 -0.1
C 2.95948 -0.42030 4.12226 -0.3 -0.2 -0.6
C 4.28125 -0.03270 4.20003 1.0 -0.4 -0.5
H 8.13211 0.78229 3.62954 -0.2 0.3 0.4
H 6.69095 1.82022 3.96210 0.1 -0.4 -0.1
H 7.09104 0.45843 5.07624 -0.1 0.0 -0.5
H 5.55454 -1.96235 1.67082 -0.4 -0.1 0.2
H 3.15533 -2.76364 1.64177 -0.2 0.4 -0.1
H 0.68380 -2.22349 2.30046 -0.2 -0.2 0.5
H -1.53928 -1.66133 3.55740 0.1 0.2 -0.3
H -3.35716 -1.72625 4.67970 -0.3 0.2 0.1
H -5.76358 -2.24396 5.00412 0.1 0.1 -0.3
H -7.47595 -1.06650 3.59616 0.2 0.0 0.1
H -6.74418 0.78609 2.06442 0.1 -0.2 0.3
H -4.40760 1.49276 2.05710 0.0 -0.2 0.0
H 1.62952 3.17816 4.69470 0.0 0.1 0.1
H 2.30763 5.56560 4.81748 -0.2 -0.1 -0.3
H 1.18048 7.24778 3.34597 0.0 -0.2 0.1
H -0.77151 6.53581 1.92426 0.2 -0.2 0.4
H -1.61386 4.24592 2.11668 0.3 0.0 0.0
H 1.52490 1.33810 3.37022 -0.1 0.0 -0.2
H 2.28087 -0.06214 4.89240 -0.1 0.0 -0.3
H 4.62355 0.68277 4.95469 -0.2 -0.4 -0.2
N -0.11831 -4.19737 2.13489 0.2 -0.6 -0.2
C -0.73647 -4.80397 1.05640 -0.2 -0.3 -0.2
O -0.85356 -4.13743 0.01811 -0.5 -0.2 -0.5
C -1.20150 -6.21262 1.17537 0.1 0.7 -0.1
C -0.89440 -6.97879 2.27310 0.1 0.8 -0.4
C -0.10369 -6.36344 3.25995 0.7 0.7 0.7
C 0.25565 -4.99879 3.11184 -0.4 -1.4 0.7
H -1.75468 -6.59982 0.32478 0.0 0.0 0.1
H -1.23888 -8.01745 2.35571 0.2 0.4 0.0
H 0.25509 -6.90616 4.13506 -0.1 0.1 -0.2
H 0.90136 -4.53535 3.86953 -0.2 -0.2 0.1

[3]
58
Properties=species:S:1:pos:R:3:forces:R:3 method="wB97M-V/def2-TZVPD" orbital_gap_ev="4.492 / 5.398" charge=-2 mol_weight_g_mol=602.342 multiplicity=5 total_energy_ev=-120662.2736
Cr -0.19325 0.88559 0.30757 -0.1 0.3 -0.5
C 1.82376 0.49580 3.47294 0.0 0.0 0.0
C 0.91049 -0.62566 3.07321 0.0 -0.2 0.3
C 0.60022 -1.67802 3.93484 0.1 0.2 -0.2
C -0.26402 -2.66761 3.45919 0.1 -0.1 0.3
C -0.80463 -2.59965 2.20451 -0.1 0.3 -0.5
C -0.49436 -1.47161 1.37744 0.2 -0.3 0.3
N 0.40163 -0.54773 1.85322 -0.1 -0.3 0.1
N -0.97211 -1.17260 0.17639 0.2 0.2 0.2
Si -2.22227 -1.92899 -0.68964 0.2 0.0 0.1
C -3.89451 -1.75676 0.12081 -0.2 0.0 0.1
C -2.28542 -1.15453 -2.37491 0.1 0.1 -0.3
C -1.91488 -3.78504 -0.91427 0.0 -0.2 -0.1
H 2.38404 0.25002 4.37695 0.0 0.0 0.0
H 1.25195 1.41259 3.62938 0.0 0.0 0.0
H 2.51134 0.72805 2.65927 0.0 0.0 0.0
H 1.02841 -1.71849 4.92772 0.0 0.0 0.0
H -0.51394 -3.51013 4.09904 0.0 0.0 0.0
H -1.47407 -3.36672 1.83446 0.0 0.0 0.0
H -4.16095 -0.69743 0.17392 0.0 0.0 0.0
H -3.88013 -2.16479 1.13734 0.0 0.0 0.0
H -4.66211 -2.28839 -0.45341 0.0 0.0 0.0
H -2.34766 -0.06723 -2.25989 0.0 -0.1 0.0
H -3.15515 -1.50849 -2.93971 0.0 0.0 0.0
H -1.37860 -1.40173 -2.94038 -0.1 0.0 0.0
H -2.33085 -4.37705 -0.09211 0.0 0.0 -0.1
H -0.84202 -3.99561 -0.97410 -0.1 0.0 0.0
H -2.38394 -4.12751 -1.84408 0.0 0.0 0.1
Cl 3.77258 6.52330 1.09670 -0.1 -0.1 -0.1
C 2.85614 5.25782 0.31421 -0.1 0.0 0.2
C 2.92012 5.08303 -1.04554 0.0 0.0 -0.2
Cl 3.92767 6.12231 -2.02827 -0.1 -0.1 0.1
C 2.16918 4.05436 -1.65050 -0.1 0.0 0.0
Cl 2.24463 3.79628 -3.38282 0.0 0.1 0.1
C 1.32742 3.19399 -0.92830 0.1 0.1 0.1
O 0.62341 2.26758 -1.44469 0.0 -0.1 0.0
C 1.28195 3.37451 0.52454 -0.1 -0.1 0.0
O 0.53705 2.56774 1.21138 0.2 0.0 -0.1
C 2.03873 4.39382 1.08575 0.1 0.2 0.0
Cl 1.96711 4.57847 2.82648 0.0 0.0 -0.1
C 1.34578 -1.53688 -4.35142 0.1 0.0 0.1
N 1.66275 -1.38476 -2.94836 0.1 -0.1 -0.2
C 1.96656 -2.39135 -2.05288 -0.2 0.1 0.0
C 2.06826 -1.77602 -0.84053 0.0 0.1 0.0
N 1.84916 -0.42548 -0.97264 0.1 -0.2 0.2
C 1.61072 -0.22823 -2.24397 -0.1 0.1 0.0
H 1.86002 -2.41174 -4.74743 0.0 0.0 0.0
H 1.68491 -0.65885 -4.89752 0.0 0.0 0.0
H 0.27246 -1.65742 -4.50477 0.0 0.0 0.0
H 2.04198 -3.42171 -2.35794 0.0 0.0 0.0
H 2.25034 -2.22312 0.12441 0.0 0.0 0.0
H 1.35970 0.73954 -2.66341 0.0 -0.1 0.0
C -2.69918 1.93059 1.86401 0.2 0.0 0.1
C -2.18160 1.53151 0.46291 -0.9 0.3 -0.1
O -3.05765 1.55073 -0.41436 0.2 -0.1 0.0
H -3.68021 2.41743 1.80646 0.0 0.0 0.0
H -1.96879 2.56650 2.37270 0.0 0.0 0.0
H -2.78820 1.00576 2.45011 0.0 0.0 0.0

[4]
26
Properties=species:S:1:pos:R:3:forces:R:3 method="wB97M-V/def2-TZVPD" orbital_gap_ev=7.745 charge=+1 smiles="C[C@@]1(N)[NH2+]Cc2ccccc2C1=S" relative_energy_kcal_mol=22.40 mol_weight_g_mol=193.295 total_energy_ev=-24388.0326
C 2.47111 -0.25014 -2.79317 0.0 -1.8 -2.0
C 1.68888 -1.35476 -3.15446 0.9 1.1 0.7
C 2.19226 0.47116 -1.70288 -0.2 1.0 1.1
C 0.67122 -1.67219 -2.24284 -0.5 -3.1 -1.2
C 1.16528 0.15895 -0.81870 0.7 -0.5 -0.5
C 0.47854 -1.01982 -1.03213 -0.6 0.5 -0.6
C 0.96446 1.00870 0.31709 -1.4 0.6 2.7
C -0.50224 -1.45607 0.01765 1.1 0.5 -1.0
C -0.30926 0.70654 1.35651 0.5 3.9 -4.6
C -1.22004 2.02994 1.36587 2.4 -1.2 0.6
N -0.04778 0.29170 2.58658 3.5 -4.8 1.1
N -1.12970 -0.30040 0.62679 -5.1 1.1 0.1
S 1.83589 2.30028 0.74038 0.2 -0.1 -0.1
H 3.27382 -0.16716 -3.50398 0.6 1.2 0.4
H 2.16543 -1.78692 -4.08143 -1.9 -0.5 1.1
H 2.75412 1.29796 -1.38076 0.9 1.0 -0.2
H 0.09333 -2.61858 -2.45087 0.4 1.1 0.4
H -1.23156 -2.09726 -0.40719 -0.8 -0.7 0.0
H 0.00194 -1.87049 0.85541 0.5 -1.2 0.5
H -2.05047 1.77064 2.05307 0.2 0.8 -0.4
H -1.49281 2.10844 0.30867 -0.4 0.9 0.4
H -0.47961 2.85821 1.72047 -1.9 -1.3 -0.6
H -0.07919 0.87330 3.33573 -0.6 2.5 2.2
H 0.88017 -0.21027 2.67952 -1.5 0.6 -0.1
H -1.83799 0.25368 0.01876 1.8 -1.3 0.4
H -1.80935 -0.61624 1.36678 0.9 -0.1 -0.5

[5]
18
Properties=species:S:1:pos:R:3:forces:R:3 method="wB97M-V/def2-TZVPD" orbital_gap_ev="2.719 / 8.896" charge=-1 relative_energy_kcal_mol=28.22 mol_weight_g_mol=75.155 multiplicity=2 total_energy_ev=-5845.9311
C 0.39296 -1.22885 2.08498 2.3 0.7 1.1
C -0.90104 -1.36220 1.34376 -0.1 0.0 -0.2
H 0.54110 -0.26023 2.57848 -0.5 0.1 0.0
H 1.28726 -1.23896 1.47442 0.0 -0.1 -0.8
H 0.72187 -1.92277 2.88085 -1.0 -0.3 -0.3
H -0.75845 -1.85809 0.37953 -0.1 -0.3 0.2
H -1.58904 -1.92646 1.97767 -0.4 0.3 -0.4
H -1.24929 -0.35950 1.02097 0.0 -1.1 1.1
C -0.98002 0.78835 -1.12470 -0.2 -1.1 0.7
N 0.42020 0.33218 -1.29504 -1.6 -0.9 -0.7
C 1.31916 1.43289 -1.54090 -0.2 0.8 1.4
H -1.13750 1.83273 -1.35622 0.0 0.3 0.1
H -1.69540 0.20283 -1.74766 0.5 0.2 0.0
H -1.30490 0.52641 -0.09449 -0.1 1.4 -0.9
H 0.27465 -0.34629 -2.05573 1.3 0.6 0.1
H 1.50812 1.93913 -0.57508 0.0 -0.4 0.1
H 0.84048 2.25413 -2.05726 0.1 0.1 -1.0
H 2.30984 1.19470 -1.89359 0.1 -0.5 -0.6

Repeat the fifth record exactly.
18
Properties=species:S:1:pos:R:3:forces:R:3 method="wB97M-V/def2-TZVPD" orbital_gap_ev="2.719 / 8.896" charge=-1 relative_energy_kcal_mol=28.22 mol_weight_g_mol=75.155 multiplicity=2 total_energy_ev=-5845.9311
C 0.39296 -1.22885 2.08498 2.3 0.7 1.1
C -0.90104 -1.36220 1.34376 -0.1 0.0 -0.2
H 0.54110 -0.26023 2.57848 -0.5 0.1 0.0
H 1.28726 -1.23896 1.47442 0.0 -0.1 -0.8
H 0.72187 -1.92277 2.88085 -1.0 -0.3 -0.3
H -0.75845 -1.85809 0.37953 -0.1 -0.3 0.2
H -1.58904 -1.92646 1.97767 -0.4 0.3 -0.4
H -1.24929 -0.35950 1.02097 0.0 -1.1 1.1
C -0.98002 0.78835 -1.12470 -0.2 -1.1 0.7
N 0.42020 0.33218 -1.29504 -1.6 -0.9 -0.7
C 1.31916 1.43289 -1.54090 -0.2 0.8 1.4
H -1.13750 1.83273 -1.35622 0.0 0.3 0.1
H -1.69540 0.20283 -1.74766 0.5 0.2 0.0
H -1.30490 0.52641 -0.09449 -0.1 1.4 -0.9
H 0.27465 -0.34629 -2.05573 1.3 0.6 0.1
H 1.50812 1.93913 -0.57508 0.0 -0.4 0.1
H 0.84048 2.25413 -2.05726 0.1 0.1 -1.0
H 2.30984 1.19470 -1.89359 0.1 -0.5 -0.6

> Among the records above, which one has the highest charge?

C10H13N2S

> Which of these has the highest charge?

C10H13N2S